The following is a quantum chemistry calculation of a cluster of 2 separate species, C3H5Br in total, from OMol25.

Structure (ORCA input):
```
! RIJCOSX wB97M-V def2-TZVPD def2/J DEFGRID3
* xyz 0 1
C 0.305 -0.320 -0.357
C -0.846 -0.241 -0.042
C -2.248 -0.175 0.311
Br 4.515 0.177 0.011
H 4.780 1.445 -0.524
H 1.319 -0.404 -0.607
H -2.822 0.255 -0.509
H -2.620 -1.178 0.516
H -2.382 0.440 1.201
*
```

Molecular weight, g mol⁻¹: 120.98
HOMO energy, eV: -9.94
SMILES: C#CC.Br

Charges obtained by Löwdin population analysis, quoted in units of e: C 0.094; C -0.212; C -0.120; Br 0.327; H -0.303; H -0.020; H 0.078; H 0.078; H 0.077